Entry 1:
Below is a molecular structure, C16H34P2Re at a distorted geometry, with properties calculated with wB97M-V/def2-TZVPD.

Properties
energy relative to the best compared isomer or geometry (same formula, charge and spin)	307.7	kJ/mol
electronic energy	-1390.119295	hartree
⟨S²⟩	3.774
M	474.60	g/mol
net charge	+2
E_HOMO (spin up / spin down)	-13.46 / -14.03	eV
orbital gap (spin up / spin down)	0.25139 / 0.24619	Eh
spin multiplicity	4

Structure (XYZ):
```
53
Properties=species:S:1:pos:R:3:forces:R:3:lowdin_charge:R:1
P 0.277 -2.417 1.718 0.007 -0.039 -1.499 0.7895
P -0.101 2.343 1.808 0.064 -2.077 -1.612 0.8508
C 0.703 -0.065 0.011 1.185 1.971 -0.501 -0.3852
C 1.024 1.328 0.550 0.630 0.183 -1.450 -0.3603
H -0.169 0.017 -0.659 0.365 -0.128 0.019 0.0236
H 1.537 -0.552 -0.505 -0.232 0.019 0.844 0.0813
H 2.093 1.435 0.763 -0.368 0.045 0.461 0.0972
H 0.797 2.020 -0.273 -0.078 0.157 0.110 0.0608
C -1.534 3.137 1.024 0.004 0.501 1.010 -0.1772
H -1.656 4.097 1.553 -0.343 -0.201 -0.306 0.0786
H -2.429 2.496 1.128 0.475 0.418 -0.048 0.0783
H -1.324 3.343 -0.027 0.119 -0.016 0.191 0.0501
C 1.249 3.520 2.075 -0.320 -0.205 1.062 -0.1541
H 1.298 4.210 1.225 -0.277 -0.124 0.158 0.0956
H 2.183 2.950 2.117 -0.250 0.330 0.300 0.0690
H 1.052 4.045 3.013 0.330 0.305 -0.133 0.0768
C -0.570 -3.838 0.915 -0.926 0.473 1.230 -0.2190
H -0.445 -4.823 1.365 0.197 0.112 0.260 0.0651
H -0.241 -3.895 -0.108 0.260 0.223 -0.444 0.0375
H -1.634 -3.576 0.923 0.121 -0.263 -0.140 0.0528
C 2.083 -2.921 1.622 -0.502 1.231 0.497 -0.1934
H 2.670 -2.022 1.851 0.051 -0.320 0.057 0.0464
H 2.309 -3.194 0.597 -0.192 -0.065 -0.206 0.0461
H 2.396 -3.744 2.276 -0.445 0.199 0.011 0.0697
Re -0.371 -0.104 1.619 0.291 -1.580 1.565 0.8704
C 0.194 1.442 -2.507 -0.772 1.175 0.176 -0.1229
C -1.092 1.376 -2.112 0.317 0.961 -1.792 -0.1265
C -2.121 0.649 -2.917 -0.724 -0.583 0.059 -0.1684
C -1.752 -0.805 -3.236 -0.036 -0.351 -0.371 -0.1675
C -0.910 -1.470 -2.199 1.136 -0.806 0.363 -0.1218
C 0.431 -1.532 -2.139 -1.263 -0.974 -1.014 -0.1858
C 1.350 -0.834 -3.067 0.560 0.390 -0.441 -0.1646
C 0.949 0.607 -3.494 0.594 0.215 -0.419 -0.1501
C -0.181 -1.960 3.441 0.075 -2.303 1.271 -0.3319
H 0.758 2.345 -2.236 -0.061 -0.448 0.580 0.1130
H -1.541 2.119 -1.446 0.541 -0.101 -0.174 0.0783
H -2.290 1.156 -3.890 0.133 0.049 0.609 0.1383
H -3.085 0.680 -2.394 0.168 -0.042 -0.090 0.1128
H -2.677 -1.397 -3.277 0.229 0.191 -0.405 0.1238
H -1.253 -0.856 -4.219 -0.265 -0.108 0.383 0.1223
H -1.454 -1.992 -1.420 -0.129 -0.178 0.088 0.0985
H 0.958 -2.182 -1.429 -0.611 0.123 -0.029 0.0900
H 1.477 -1.424 -3.988 0.079 0.090 0.269 0.1355
H 2.349 -0.781 -2.602 -0.239 -0.091 -0.181 0.1140
H 1.899 1.159 -3.622 -0.415 -0.378 -0.386 0.1196
H 0.460 0.582 -4.482 0.003 0.071 0.414 0.1270
H 0.608 -1.487 4.042 -0.165 0.047 -0.410 0.0658
H -0.211 -2.986 3.816 -0.141 -0.198 0.922 0.0578
H -1.198 -1.589 3.676 0.587 -0.097 -0.466 0.0479
C -0.587 1.293 3.446 0.367 2.374 0.887 -0.2671
H -1.504 0.700 3.676 0.313 0.061 -0.884 0.0724
H -0.961 2.284 3.778 -0.419 -0.151 0.418 0.0610
H 0.186 1.113 4.221 -0.029 -0.087 -0.815 0.0779
```
Positions in Å, forces in eV/Å.


Entry 2:
Below is a molecular structure, C16H35AsBrN2OS3Tl at a distorted geometry, with properties calculated with wB97M-V/def2-TZVPD.

Properties
electronic energy	-6991.112164	hartree
M	726.88	g/mol
net charge	+2
E_HOMO	-13.22	eV
orbital gap	0.13260	Eh

Structure (XYZ):
```
60
Properties=species:S:1:pos:R:3:forces:R:3:lowdin_charge:R:1
C -1.682 -0.996 4.329 -0.203 -0.892 0.411 -0.0797
C -0.937 -1.909 3.235 0.892 1.529 0.912 -0.2398
N -1.635 -3.195 2.924 0.276 0.254 -2.361 -0.2169
C -3.033 -2.979 2.424 -0.932 -0.104 1.005 -0.3023
C -4.010 -3.326 3.690 2.412 -0.262 0.315 -0.2137
C -0.824 -3.852 1.851 1.632 -1.696 0.653 -1.0067
S 0.251 -5.089 2.212 -1.989 2.283 -0.324 0.7294
S -0.936 -3.369 0.039 0.411 0.382 1.075 0.7965
C 0.352 -1.988 -0.130 -0.798 0.527 -0.470 -0.4364
C -0.484 -0.599 -0.370 -0.829 -0.708 1.092 -0.3100
C 0.139 0.684 0.345 -1.541 -0.581 1.124 -0.3531
As 1.613 1.700 -0.578 0.227 -0.460 0.857 0.9625
N 3.040 2.729 -1.289 0.612 1.569 0.724 -0.2038
C 2.948 0.650 0.537 1.251 -1.998 2.282 -0.1995
C 3.180 1.294 2.015 2.421 -3.239 1.927 -0.2015
O 3.854 0.568 2.797 -3.088 3.429 -3.433 0.0599
C 0.344 2.925 -1.614 -2.357 2.406 -2.761 -0.2198
C -1.027 2.289 -2.089 -1.213 0.212 -0.535 -0.2990
C -1.841 3.504 -2.839 0.706 1.206 1.046 -0.5515
S -2.675 2.827 -4.352 0.000 0.318 -0.095 0.6738
C 1.798 0.373 -2.126 2.460 -1.463 -3.339 -0.1903
C 2.940 0.840 -3.195 -0.670 -0.957 -0.007 -0.2877
C 2.879 -0.317 -4.363 -1.305 -0.106 0.754 -0.5715
Br 3.197 0.631 -6.081 0.042 -0.854 0.905 0.6502
H -2.699 -0.596 3.960 1.558 -0.576 0.559 0.0702
H -1.058 -0.103 4.686 -0.759 -1.356 -0.821 0.0940
H -1.838 -1.670 5.256 0.060 1.193 -1.402 0.1015
H 0.104 -2.156 3.673 -1.700 0.168 -0.803 0.1448
H -0.773 -1.290 2.286 -0.301 -0.761 1.097 0.0843
H -3.336 -3.710 1.585 0.844 1.276 1.104 0.1238
H -3.179 -1.875 2.123 0.200 -1.562 -0.050 0.0891
H -4.023 -2.449 4.432 -0.144 -1.304 -0.895 0.0814
H -3.546 -4.237 4.201 -1.091 1.123 -0.694 0.1386
H -5.075 -3.509 3.278 3.570 -3.765 2.919 -0.1949
H 0.967 -2.287 -1.055 -0.743 0.441 1.656 0.0785
H 0.954 -1.978 0.840 -0.639 0.001 -1.507 0.0744
H -0.795 -0.463 -1.468 0.758 -0.172 1.649 0.0998
H -1.488 -0.807 0.176 1.596 0.444 -0.951 0.0776
H -0.715 1.428 0.598 1.350 -1.134 -0.503 0.0878
H 0.527 0.337 1.383 -0.556 0.603 -1.620 0.0745
H 1.534 2.753 0.594 0.045 0.048 -0.239 0.1360
H 2.995 3.729 -1.002 0.159 -0.956 -0.359 0.0559
H 3.975 2.369 -1.062 -0.508 0.468 -0.171 0.0307
H 3.959 0.460 0.039 -1.357 0.645 0.416 0.1160
H 2.505 -0.399 0.751 0.616 1.758 -0.457 0.0877
H 2.731 2.304 2.340 0.487 -1.134 -0.584 0.1336
H 0.923 3.257 -2.560 -0.555 -0.836 1.713 0.1148
H 0.115 3.903 -1.039 0.634 -1.861 -0.462 0.1213
H -1.739 1.932 -1.273 1.333 0.411 -0.904 0.1073
H -0.964 1.459 -2.870 0.415 1.015 1.174 0.0781
H -1.066 4.326 -3.085 -1.433 -1.160 0.129 0.0892
H -2.597 3.934 -2.080 1.238 -0.636 -1.332 0.0949
H -3.134 3.891 -5.148 0.779 -0.595 1.316 -0.0956
H 0.858 0.243 -2.752 0.828 0.258 1.548 0.0897
H 2.220 -0.585 -1.670 -1.196 1.236 -0.359 0.0929
H 3.995 0.779 -2.772 -1.536 0.538 -0.532 0.1139
H 2.683 1.813 -3.722 0.574 -1.241 1.108 0.0750
H 1.807 -0.746 -4.435 1.831 0.654 -0.060 0.0710
H 3.593 -1.185 -4.159 -0.811 1.463 -0.535 0.0901
Tl -5.871 -2.270 2.575 -3.962 4.509 -2.906 1.1828
```
Positions in Å, forces in eV/Å.


Entry 3:
Below is 3 unconnected molecules or ions with the total composition C16H35BrN2O9, with properties calculated with wB97M-V/def2-TZVPD.

Properties
electronic energy	-3991.166997	hartree
M	479.36	g/mol
E_HOMO	-9.12	eV
orbital gap	0.35371	Eh

Structure (XYZ):
```
63
Properties=species:S:1:pos:R:3:forces:R:3:lowdin_charge:R:1
C -4.949 1.056 -3.070 -0.127 -0.183 0.151 -0.0295
N -3.659 0.641 -2.515 0.231 0.700 -0.509 -0.1007
C -2.806 -0.112 -3.429 -0.429 0.123 0.040 -0.1633
C -2.953 -1.609 -3.269 0.187 0.218 0.165 -0.7829
O -3.107 -2.384 -4.138 -0.104 -0.323 -0.411 0.0668
Br -2.772 -2.206 -1.434 -0.007 -0.104 0.320 0.7586
C -3.063 1.580 -1.685 0.329 -0.761 -0.484 -0.5508
O -3.580 2.575 -1.270 -0.232 -0.008 0.235 0.1295
O -1.773 1.201 -1.434 -0.132 0.162 0.507 -0.1243
N -1.468 1.459 -0.045 -0.125 0.139 -0.214 0.1423
H -4.857 1.972 -3.662 -0.015 -0.051 0.006 0.0996
H -5.654 1.234 -2.257 0.111 0.011 -0.125 0.0971
H -5.336 0.250 -3.698 0.054 0.101 0.103 0.0951
H -3.076 0.098 -4.471 0.061 0.068 0.143 0.1395
H -1.758 0.136 -3.276 -0.030 -0.089 -0.006 0.1253
H -0.980 2.352 -0.041 0.034 -0.052 0.059 0.1012
H -0.792 0.735 0.177 0.126 0.184 0.058 0.0549
C 4.818 -1.660 1.247 -0.115 -0.124 0.072 -0.1054
O 4.796 -0.711 0.215 -0.114 0.168 0.116 -0.2005
C 5.681 -0.899 -0.866 0.029 -0.012 -0.008 -0.1990
C 4.962 -0.547 -2.148 0.106 0.100 -0.082 -0.1834
O 3.999 -1.501 -2.550 -0.038 -0.045 -0.205 -0.1170
C 2.783 -1.635 -1.840 0.017 -0.155 0.153 -0.1814
C 1.764 -0.540 -2.048 -0.164 0.116 0.048 -0.1982
O 2.099 0.655 -1.362 0.275 -0.064 -0.228 -0.2026
C 1.629 1.816 -2.014 -0.074 -0.023 0.098 -0.0947
H 5.659 -1.542 1.938 0.070 0.067 -0.112 0.0916
H 3.890 -1.503 1.793 0.082 -0.103 0.192 0.0595
H 4.814 -2.689 0.867 0.071 0.035 -0.076 0.0946
H 6.035 -1.935 -0.916 -0.052 -0.014 0.028 0.1289
H 6.552 -0.241 -0.751 0.038 -0.056 -0.020 0.1271
H 5.697 -0.545 -2.956 -0.008 0.051 0.003 0.1281
H 4.536 0.459 -2.074 -0.063 -0.061 0.090 0.1246
H 2.952 -1.792 -0.771 0.009 0.073 -0.041 0.1101
H 2.343 -2.548 -2.246 -0.036 -0.014 0.057 0.1326
H 0.800 -0.916 -1.671 -0.062 0.000 -0.076 0.1176
H 1.651 -0.346 -3.121 0.055 0.011 -0.020 0.1278
H 1.919 1.814 -3.070 -0.027 0.028 -0.013 0.0906
H 2.083 2.679 -1.530 0.000 -0.040 0.055 0.0928
H 0.539 1.896 -1.938 0.020 0.025 -0.114 0.0663
C 1.648 -0.080 1.852 0.152 -0.073 -0.182 -0.0920
O 0.241 0.012 1.813 -0.089 0.062 0.223 -0.2210
C -0.429 -1.226 1.648 0.111 -0.094 -0.076 -0.2055
C -1.756 -1.233 2.366 -0.207 0.058 -0.070 -0.1899
O -1.672 -1.299 3.776 0.044 -0.146 0.066 -0.1164
C -1.285 -0.140 4.493 0.089 0.029 0.077 -0.1845
C -2.317 0.962 4.524 -0.033 0.198 -0.006 -0.2067
O -2.385 1.634 3.281 0.063 -0.218 -0.061 -0.2027
C -3.664 2.124 2.953 0.006 0.125 -0.032 -0.1083
H 2.067 -0.310 0.866 -0.008 0.038 0.107 0.0658
H 2.029 0.890 2.169 -0.008 0.011 -0.043 0.1028
H 1.976 -0.837 2.573 -0.106 0.009 0.048 0.0834
H 0.194 -2.052 2.011 0.015 0.031 0.033 0.1330
H -0.629 -1.394 0.578 0.071 -0.132 0.003 0.0783
H -2.267 -2.155 2.076 -0.028 0.008 -0.030 0.1249
H -2.367 -0.390 2.036 0.081 0.057 0.009 0.1156
H -0.326 0.252 4.145 -0.052 0.018 -0.089 0.1208
H -1.155 -0.489 5.520 0.035 0.018 -0.001 0.1278
H -2.026 1.676 5.307 -0.077 -0.022 0.062 0.1274
H -3.292 0.540 4.792 -0.018 -0.024 -0.040 0.1265
H -4.426 1.342 3.047 -0.001 -0.009 0.007 0.0886
H -3.626 2.457 1.918 0.020 -0.013 -0.012 0.0764
H -3.950 2.972 3.588 -0.012 -0.027 0.051 0.0872
```
Positions in Å, forces in eV/Å.